[1]
The following is a DFT calculation (the ωB97M-V functional and the def2-TZVPD basis) of a cluster of 6 separate species, C23H44O15PS6 in total.

orbital gap	7.4	eV
net charge	-1
LUMO energy	1.831	eV
energy	-4761.85088	hartree

Geometry (Å):
O: -0.813 5.234 -2.256
C: -1.929 4.722 -2.563
O: -2.514 3.856 -1.602
C: -3.616 3.078 -2.139
O: -4.234 2.416 -0.993
P: -5.002 4.084 -2.959
S: -6.194 4.975 -1.700
C: -3.190 1.907 -3.163
O: -2.259 1.975 -4.043
O: -3.951 0.733 -3.084
H: -2.390 5.041 -3.555
H: -4.463 3.130 -0.348
H: -5.804 3.159 -3.740
H: -4.529 5.066 -3.899
C: -3.126 -1.639 2.169
C: -3.545 -1.092 3.535
C: -3.293 0.418 3.519
S: -3.440 0.932 1.810
O: -2.148 1.391 1.355
O: -4.641 1.721 1.653
C: -3.731 -0.693 1.139
H: -3.470 -2.666 2.021
H: -2.035 -1.631 2.087
H: -4.611 -1.287 3.694
H: -2.999 -1.575 4.349
H: -4.025 0.954 4.124
H: -2.283 0.659 3.858
H: -3.269 -0.777 0.155
H: -4.811 -0.834 1.061
C: 0.810 -1.494 0.481
C: 2.073 -0.817 1.014
C: 2.462 -1.526 2.313
S: 1.849 -3.201 2.171
O: 0.817 -3.400 3.163
O: 2.969 -4.108 2.030
C: 1.072 -2.991 0.580
H: 0.588 -1.192 -0.544
H: -0.047 -1.221 1.106
H: 2.880 -0.923 0.281
H: 1.920 0.252 1.179
H: 3.544 -1.548 2.452
H: 1.985 -1.064 3.179
H: 0.164 -3.591 0.528
H: 1.782 -3.315 -0.184
C: -0.309 -0.372 -5.480
C: -0.012 -1.323 -6.645
C: 0.580 -2.608 -6.050
S: -0.093 -2.739 -4.396
O: 0.991 -2.602 -3.447
O: -1.029 -3.841 -4.348
C: -1.010 -1.211 -4.430
H: -0.926 0.473 -5.793
H: 0.629 0.024 -5.078
H: -0.944 -1.557 -7.170
H: 0.669 -0.874 -7.371
H: 0.297 -3.488 -6.629
H: 1.667 -2.550 -5.969
H: -1.005 -0.752 -3.441
H: -2.033 -1.445 -4.731
C: 6.047 -5.858 2.886
C: 4.948 -6.707 2.246
C: 5.621 -7.918 1.599
S: 7.115 -8.221 2.537
O: 8.254 -7.979 1.681
O: 6.964 -9.446 3.291
C: 6.935 -6.835 3.646
H: 5.635 -5.093 3.547
H: 6.627 -5.355 2.105
H: 4.250 -7.043 3.021
H: 4.373 -6.137 1.514
H: 4.984 -8.802 1.639
H: 5.907 -7.713 0.566
H: 7.914 -6.425 3.891
H: 6.440 -7.194 4.551
C: -0.674 6.621 1.289
C: 0.374 7.555 1.897
C: 0.040 8.977 1.444
S: -1.729 9.012 1.171
O: -1.972 9.229 -0.236
O: -2.353 9.821 2.195
C: -2.019 7.291 1.538
H: -0.634 5.624 1.732
H: -0.499 6.520 0.213
H: 0.325 7.496 2.990
H: 1.387 7.274 1.599
H: 0.303 9.714 2.203
H: 0.532 9.223 0.501
H: -2.816 6.904 0.903
H: -2.306 7.218 2.589

Cartesian forces, eV/Å:
O -4.365 -1.875 -1.198
C 4.360 1.344 2.303
O -0.338 1.273 -3.383
C -0.334 -2.351 1.103
O 0.995 2.022 -1.667
P -1.380 0.156 -0.074
S 0.163 0.205 0.306
C -1.191 -6.335 -1.996
O -1.896 1.767 2.744
O 2.803 5.796 0.383
H -0.022 -1.082 1.437
H 0.055 -0.626 -0.571
H 1.217 0.359 0.305
H 0.164 -0.905 0.234
C 0.089 -0.049 0.026
C -0.053 -0.166 0.146
C 0.012 -0.188 0.625
S -0.316 0.039 -0.606
O -0.229 0.122 0.254
O 0.467 0.156 0.272
C 0.040 -0.511 -0.150
H 0.065 0.085 -0.009
H -0.086 -0.054 0.007
H 0.086 0.033 -0.039
H -0.055 0.057 -0.063
H 0.124 0.115 -0.171
H -0.076 0.051 -0.139
H -0.126 0.267 -0.008
H 0.090 0.125 -0.047
C -0.128 0.134 0.014
C 0.055 0.173 -0.188
C 0.276 0.543 0.096
S -0.121 0.079 -0.423
O 0.317 -0.213 0.048
O -0.176 -0.114 0.406
C -0.202 0.080 -0.407
H 0.007 -0.079 0.097
H 0.056 0.008 -0.085
H -0.087 -0.011 0.055
H 0.019 -0.115 -0.008
H -0.136 -0.153 0.122
H -0.004 -0.177 -0.037
H 0.142 -0.083 0.108
H -0.060 -0.023 0.083
C 0.189 0.190 -0.261
C -0.046 0.067 -0.056
C 0.238 0.020 -0.637
S -0.679 0.420 -0.063
O -0.013 -0.398 0.110
O 0.498 -0.148 0.272
C -0.198 0.306 0.049
H 0.022 -0.073 0.216
H -0.088 0.008 -0.009
H 0.073 0.012 0.070
H -0.048 -0.079 0.052
H 0.072 -0.034 0.237
H -0.109 -0.036 0.116
H -0.110 -0.123 -0.042
H 0.061 0.028 0.155
C -0.024 0.142 -0.094
C -0.235 0.098 -0.014
C -0.460 0.070 -0.282
S -0.130 -0.093 0.180
O -0.053 -0.274 0.191
O 0.347 0.086 -0.277
C -0.016 0.440 0.243
H 0.019 -0.066 -0.095
H -0.013 -0.024 0.094
H 0.059 0.058 -0.073
H 0.031 -0.066 0.157
H 0.241 -0.022 -0.028
H 0.109 -0.073 0.128
H 0.015 -0.211 -0.048
H 0.069 -0.054 -0.095
C 0.126 -0.073 -0.200
C 0.108 -0.154 0.167
C 0.638 0.048 0.122
S -0.276 -0.195 0.090
O -0.052 0.253 0.342
O 0.021 0.119 -0.391
C -0.016 -0.479 0.046
H -0.041 0.075 -0.096
H -0.083 -0.083 0.084
H -0.002 0.025 -0.080
H -0.091 0.046 0.029
H -0.163 0.061 -0.171
H -0.180 0.011 0.033
H -0.007 0.183 0.013
H -0.025 0.102 -0.089

[2]
The following is a DFT calculation (the ωB97M-V functional and the def2-TZVPD basis) of a cluster of 2 separate species, CFIO in total.

ΔE to the lowest compared entry with this formula, charge and spin	27.5	kcal per mole
orbital gap	8.9	eV
net charge	0
LUMO energy	-1.425	eV
energy	-510.85939	hartree

Geometry (Å):
C: 0.231 0.498 -1.160
O: 0.783 0.312 -2.119
F: -0.223 -1.522 1.924
I: -0.835 -0.118 3.068

Cartesian forces, eV/Å:
C -0.132 0.048 0.238
O 0.126 -0.052 -0.215
F -0.014 0.053 0.034
I 0.020 -0.049 -0.057

[3]
The following is a DFT calculation (the ωB97M-V functional and the def2-TZVPD basis) of a structure of composition C15H11N6O7STi.

ΔE to the lowest compared entry with this formula, charge and spin	0.0	kcal per mole
orbital gap	7.4	eV
net charge	+1
LUMO energy	-4.950	eV
energy	-2680.82808	hartree

Geometry (Å):
Ti: -0.010 0.305 -0.426
C: 3.607 -1.188 1.671
C: 2.450 -0.909 0.780
N: 1.907 0.243 0.609
N: 2.434 1.333 1.229
C: 1.883 2.436 0.805
N: 2.326 3.604 1.268
S: 0.602 2.529 -0.421
C: 1.842 -1.977 -0.042
C: 2.266 -3.290 -0.022
C: 1.654 -4.212 -0.863
C: 0.634 -3.802 -1.703
C: 0.244 -2.476 -1.664
N: 0.834 -1.587 -0.856
H: 3.942 -0.273 2.146
H: 4.430 -1.622 1.100
H: 3.318 -1.907 2.440
H: 3.073 3.615 1.944
H: 1.920 4.471 0.966
H: 3.065 -3.591 0.640
H: 1.977 -5.245 -0.859
H: 0.140 -4.488 -2.375
H: -0.557 -2.104 -2.290
O: -2.588 -1.579 1.640
C: -2.289 -0.661 0.948
O: -1.027 -0.115 0.984
C: -3.214 0.044 0.002
C: -4.561 0.106 0.313
C: -5.411 0.782 -0.542
C: -4.967 1.389 -1.697
C: -3.620 1.319 -1.998
C: -2.735 0.633 -1.174
O: -1.431 0.473 -1.506
N: -3.145 1.996 -3.216
O: -2.017 2.443 -3.195
O: -3.920 2.059 -4.142
N: -6.849 0.859 -0.206
O: -7.202 0.313 0.816
O: -7.564 1.445 -0.986
H: -4.944 -0.362 1.209
H: -5.652 1.906 -2.354

Cartesian forces, eV/Å:
Ti 0.292 -0.042 0.519
C 0.013 0.007 -0.001
C 0.012 -0.028 -0.023
N -0.013 0.054 -0.122
N -0.014 -0.011 0.026
C 0.086 0.020 -0.137
N -0.031 0.024 0.050
S 0.003 0.063 0.121
C -0.023 -0.024 0.003
C 0.021 0.001 0.001
C 0.003 -0.005 -0.002
C 0.003 0.010 -0.005
C 0.014 -0.017 0.001
N -0.097 -0.028 -0.056
H -0.002 -0.003 0.000
H 0.002 0.001 -0.001
H 0.004 0.001 -0.001
H -0.002 0.001 -0.001
H -0.008 -0.001 0.010
H 0.003 0.003 -0.007
H -0.002 0.000 -0.001
H -0.002 -0.001 0.002
H -0.004 0.003 0.006
O -0.010 -0.005 0.044
C -0.184 0.182 -0.024
O 0.088 -0.022 -0.233
C 0.068 -0.052 -0.025
C -0.055 0.001 -0.011
C 0.011 0.011 0.054
C 0.030 0.014 -0.028
C -0.050 0.027 -0.029
C 0.015 -0.070 0.025
O -0.192 -0.053 -0.133
N 0.060 -0.085 -0.035
O -0.026 0.036 0.019
O -0.016 0.023 0.016
N -0.037 -0.116 -0.056
O 0.016 0.043 0.013
O 0.019 0.041 0.023
H 0.006 -0.003 0.002
H -0.002 0.002 -0.003

Which of these has the highest orbital gap?
CFIO